<i>
A single C3H9N3 molecule. Source: the Open Molecules 2025 dataset; level of theory: wB97M-V/def2-TZVPD.

Computed properties:
Total charge: 0

```
15
C3H9N3 wB97M-V/def2-TZVPD
H 2.94 0.18 0.42
N 2.38 -0.32 1.11
C 1.15 -0.40 0.78
N 0.25 -0.82 1.74
N 0.66 -0.17 -0.49
C -0.73 -0.13 -0.91
C -1.40 1.24 -0.71
H -0.59 -1.24 1.37
H 0.76 -1.31 2.46
H 1.34 -0.37 -1.20
H -1.34 -0.91 -0.45
H -0.73 -0.40 -1.97
H -0.71 2.02 -1.00
H -1.76 1.35 0.30
H -2.22 1.28 -1.44
```

These are the Mulliken partial charges, in e, on atoms 1 to 5: 0.21 -0.79 0.57 -0.44 -0.26


<ii>
A molecular structure, C3H9N3. Source: the Open Molecules 2025 dataset; level of theory: wB97M-V/def2-TZVPD.

Computed properties:
Total charge: 0

```
15
C3H9N3 wB97M-V/def2-TZVPD
C 0.32 -1.04 -0.09
C 0.03 -0.80 1.37
C -0.45 0.52 -0.82
N 0.42 1.15 -1.67
N 0.20 0.54 1.81
N -1.67 0.41 -1.17
H 1.36 1.35 -1.38
H 0.01 1.61 -2.47
H -2.22 -0.14 -0.52
H 1.18 0.79 1.72
H -0.21 1.03 0.65
H 1.36 -0.89 -0.35
H -0.14 -1.94 -0.50
H -0.99 -1.12 1.61
H 0.80 -1.47 1.81
```

These are the Mulliken partial charges, in e, on atoms 1 to 5: -0.75 -0.37 0.45 -0.43 -0.71


Which structure is most stable, and how do the rest compare? From most to least stable: <i>, <ii>.


<i>
A single C3H9N3 molecule. Source: the Open Molecules 2025 dataset; level of theory: wB97M-V/def2-TZVPD.

Computed properties:
Total charge: 0

```
15
C3H9N3 wB97M-V/def2-TZVPD
C -0.79 2.59 0.98
N 0.09 1.68 0.31
N -0.29 0.37 0.39
C 0.16 -0.43 -0.49
C -0.13 -1.92 -0.42
N 1.04 -2.83 -0.43
H -0.89 2.26 2.04
H -1.81 2.60 0.55
H -0.40 3.61 0.90
H 0.38 1.94 -0.65
H 0.85 -0.12 -1.30
H -0.82 -2.28 -1.19
H -0.67 -2.11 0.50
H 1.81 -2.47 0.21
H 1.47 -2.89 -1.39
```

These are the Mulliken partial charges, in e, on atoms 1 to 5: -0.69 -0.18 -0.29 -0.16 -0.52


<ii>
2 unconnected molecules or ions with the total composition C3H9N3. Source: the Open Molecules 2025 dataset; level of theory: wB97M-V/def2-TZVPD.

Computed properties:
Total charge: 0

```
15
C3H9N3 wB97M-V/def2-TZVPD
N -1.28 -0.41 -0.39
N -1.77 -0.01 0.90
H -1.92 1.00 0.88
H -2.07 -0.43 -1.03
H -0.79 -1.39 -0.20
H -0.99 -0.20 1.54
C -0.11 0.31 -0.93
C 1.90 -1.11 0.62
C 0.26 1.55 -0.56
N 0.79 -1.54 0.24
H 0.21 -0.14 -1.86
H 2.24 -0.07 0.36
H 2.61 -1.68 1.24
H 0.98 2.09 -1.16
H -0.04 2.01 0.37
```

These are the Mulliken partial charges, in e, on atoms 1 to 5: -0.02 -0.71 0.28 0.34 0.50


Which structure is most stable, and how do the rest compare? From most to least stable: <i>, <ii>.